(1)
Computed, not measured: C15H24BF4IrN5S as an isolated structure, with ωB97M-V with the def2-TZVPD basis set.

Geometry as XYZ:
```
51
Properties=species:S:1:pos:R:3:lowdin_charge:R:1
Ir 0.22 -0.43 -0.22 1.581
N -1.57 -1.48 0.67 -0.054
C -1.64 -1.30 2.13 -0.186
C -0.26 -1.57 2.70 -0.168
N 0.74 -0.61 2.14 -0.228
C 2.10 -1.21 2.25 -0.168
C 3.08 -0.56 1.30 -0.193
N 2.60 -0.72 -0.08 -0.027
C 0.66 0.69 2.86 -0.139
C 0.45 1.93 1.96 -0.183
N 0.89 1.72 0.57 -0.044
H -2.43 -1.19 0.21 0.101
H -1.44 -2.46 0.43 0.102
H -2.36 -1.99 2.58 0.140
H -1.96 -0.28 2.35 0.109
H 0.04 -2.58 2.42 0.126
H -0.26 -1.51 3.79 0.145
H 2.02 -2.26 1.99 0.122
H 2.45 -1.14 3.28 0.144
H 4.06 -1.01 1.45 0.140
H 3.20 0.51 1.52 0.112
H 2.70 -1.69 -0.39 0.086
H 3.14 -0.15 -0.72 0.103
H 1.56 0.81 3.46 0.131
H -0.17 0.66 3.56 0.126
H 0.97 2.78 2.41 0.131
H -0.61 2.18 1.93 0.107
H 1.90 1.82 0.48 0.089
H 0.47 2.42 -0.03 0.092
S -0.15 1.34 -4.58 1.167
C 1.26 0.42 -4.46 -0.268
C 1.50 -0.08 -3.17 -0.133
C 0.54 0.29 -2.24 -0.260
C -0.45 1.08 -2.87 -0.413
C -1.62 1.56 -2.20 -0.277
C -2.59 2.35 -2.84 0.030
C -3.69 2.77 -2.12 0.005
C -3.80 2.41 -0.79 0.016
C -2.79 1.62 -0.23 -0.102
N -1.73 1.21 -0.90 0.043
H 1.87 0.24 -5.34 0.108
H 2.34 -0.73 -2.97 0.109
H -2.48 2.62 -3.88 0.116
H -4.45 3.38 -2.59 0.136
H -4.64 2.71 -0.19 0.131
H -2.86 1.33 0.82 0.110
F 0.76 -2.79 0.08 -0.037
B 0.65 -3.25 -1.34 -1.202
F 0.43 -4.56 -1.38 0.237
F 1.82 -2.81 -1.96 0.135
F -0.47 -2.48 -1.82 0.052
```

Computed properties:
**Net charge**: +2
**Total energy**: -1786.1449 Eh
**Spin multiplicity**: 6
**Highest occupied orbital energy (spin up / spin down)**: -14.1 / -16.2 eV
**Frontier orbital gap (spin up / spin down)**: 7.161 / 6.554 eV

***

(2)
Computed, not measured: one molecule with the formula C15H24BN3O2, with ωB97M-V with the def2-TZVPD basis set.

Geometry as XYZ:
```
45
Properties=species:S:1:pos:R:3:nbo_charge:R:1
C -1.70 3.53 -0.18 -0.645
C -2.03 2.59 1.04 0.273
C -3.52 2.67 1.40 -0.627
O -1.66 1.25 0.77 -0.707
B -0.30 1.24 1.16 1.160
C 0.56 0.14 0.46 -0.410
C 1.38 -0.72 1.19 -0.178
C 2.23 -1.58 0.58 -0.216
C 2.36 -1.52 -0.83 -0.023
C 3.33 -2.49 -1.52 -0.412
C 2.51 -3.80 -1.71 -0.223
N 1.44 -3.49 -2.51 -0.585
C 0.52 -4.37 -2.79 0.594
N -0.66 -3.97 -3.40 -0.821
N 0.73 -5.75 -2.76 -0.856
C 1.54 -0.70 -1.59 -0.134
C 0.57 0.12 -0.94 -0.188
O 0.17 2.30 2.00 -0.695
C -1.03 2.98 2.29 0.209
C -1.44 2.49 3.64 -0.639
C -0.79 4.46 2.31 -0.623
H -1.90 4.56 0.06 0.215
H -0.64 3.47 -0.37 0.214
H -2.32 3.17 -1.03 0.220
H -4.10 2.55 0.48 0.213
H -3.69 3.59 1.81 0.207
H -3.80 1.86 2.06 0.221
H 1.40 -0.65 2.28 0.206
H 2.68 -2.35 1.14 0.206
H 3.64 -2.09 -2.50 0.216
H 4.29 -2.74 -0.86 0.206
H 3.09 -4.60 -2.32 0.153
H 2.17 -4.11 -0.72 0.189
H -0.99 -4.55 -4.17 0.371
H -0.82 -3.00 -3.52 0.407
H 0.00 -6.24 -3.27 0.377
H 1.65 -6.22 -2.77 0.409
H 1.68 -0.59 -2.65 0.203
H 0.04 0.89 -1.47 0.208
H -0.63 2.75 4.41 0.221
H -2.27 2.90 4.16 0.220
H -1.48 1.41 3.61 0.216
H -1.69 4.99 2.88 0.208
H 0.08 4.74 2.84 0.223
H -0.59 4.88 1.30 0.217
```

Computed properties:
**Total energy**: -925.6247 Eh
**Energy above the lowest of the compared OMol25 structures with the same formula, charge and spin**: 0.0 kcal/mol
**Structure (SMILES)**: CC1(C)OB(c2ccc(CCN=C(N)N)cc2)OC1(C)C
**Highest occupied orbital energy**: -8.1 eV
**Frontier orbital gap**: 8.887 eV

***

(3)
Computed, not measured: a 10-piece molecular cluster, C15H24Cl28P overall, with ωB97M-V with the def2-TZVPD basis set.

Geometry as XYZ:
```
68
Properties=species:S:1:pos:R:3:nbo_charge:R:1
C -0.02 -0.47 1.68 -0.637
C -1.28 -0.56 0.63 -0.423
C -2.34 0.67 1.01 -0.429
C -3.68 -0.06 1.62 -0.416
C -5.00 0.93 1.68 -0.432
C -6.28 0.03 2.18 -0.725
P -7.27 -0.82 0.78 0.935
Cl -6.12 -2.09 -0.48 -0.120
H -0.40 -0.30 2.78 0.214
H 0.57 -1.48 1.59 0.212
H 0.69 0.38 1.30 0.224
H -1.82 -1.59 0.86 0.199
H -0.97 -0.54 -0.50 0.227
H -2.67 1.28 0.04 0.209
H -1.86 1.46 1.75 0.226
H -3.53 -0.48 2.71 0.226
H -3.92 -0.97 0.92 0.195
H -5.18 1.55 0.71 0.230
H -4.78 1.70 2.56 0.249
H -5.90 -0.70 3.00 0.306
H -7.04 0.80 2.69 0.297
H -8.04 0.08 -0.04 0.092
H -8.24 -1.69 1.45 0.088
C -2.47 -3.18 3.83 -0.277
Cl -0.79 -3.09 3.26 0.046
Cl -2.69 -2.17 5.27 0.019
Cl -3.58 -2.69 2.54 -0.010
H -2.68 -4.22 4.10 0.241
C 1.76 3.48 0.95 -0.278
Cl 2.16 2.12 -0.11 0.020
Cl 0.11 3.32 1.57 0.003
Cl 2.92 3.58 2.29 0.031
H 1.83 4.40 0.37 0.237
C 2.92 -4.86 4.11 -0.288
Cl 1.97 -6.29 3.65 0.025
Cl 4.64 -5.28 4.25 0.028
Cl 2.69 -3.56 2.93 0.012
H 2.57 -4.51 5.08 0.232
C 5.68 3.84 -1.91 -0.282
Cl 6.75 5.24 -2.12 0.023
Cl 5.98 3.05 -0.36 0.025
Cl 3.98 4.33 -2.04 0.002
H 5.89 3.13 -2.71 0.235
C -2.18 -1.21 -3.56 -0.274
Cl -3.53 -1.78 -2.56 -0.011
Cl -1.51 0.29 -2.90 0.034
Cl -0.93 -2.45 -3.69 0.024
H -2.57 -1.00 -4.56 0.242
C -0.94 -5.93 -2.42 -0.282
Cl -0.54 -7.30 -3.48 0.027
Cl -2.59 -6.09 -1.81 0.002
Cl 0.22 -5.83 -1.08 0.021
H -0.87 -5.01 -3.01 0.229
C 4.51 6.85 -5.31 -0.283
Cl 4.49 5.65 -6.60 0.012
Cl 5.47 8.26 -5.78 0.025
Cl 2.85 7.35 -4.89 0.007
H 4.96 6.40 -4.42 0.230
C 1.81 -8.53 7.19 -0.278
Cl 2.67 -7.22 6.39 0.006
Cl 0.11 -8.10 7.45 0.010
Cl 1.93 -10.03 6.25 0.024
H 2.27 -8.70 8.17 0.234
C 5.96 10.22 -9.11 -0.281
Cl 6.36 8.86 -10.17 0.019
Cl 4.31 10.07 -8.50 0.019
Cl 7.12 10.33 -7.77 0.016
H 6.03 11.15 -9.70 0.233
```

Computed properties:
**Net charge**: +1
**Total energy**: -13812.2317 Eh
**Energy above the lowest of the compared OMol25 structures with the same formula, charge and spin**: 94.1 kcal/mol
**Highest occupied orbital energy**: -11.9 eV
**Frontier orbital gap**: 7.073 eV

***

(4)
Computed, not measured: a 6-piece molecular cluster, C15H24ClO19 overall, with ωB97M-V with the def2-TZVPD basis set.

Geometry as XYZ:
```
59
Properties=species:S:1:pos:R:3:nbo_charge:R:1
Cl 1.89 -0.40 -1.24 2.530
O 1.49 -0.81 0.06 -0.892
O 1.63 -1.42 -2.21 -0.852
O 1.16 0.84 -1.56 -0.884
O 3.33 -0.08 -1.13 -0.887
C -1.82 -3.48 -0.95 -0.096
C -1.50 -2.06 -0.68 -0.097
O -2.74 -1.49 -0.64 -0.461
C -3.72 -2.36 -0.72 0.979
O -4.93 -2.09 -0.72 -0.635
O -3.24 -3.57 -0.91 -0.474
H -1.31 -4.14 -0.24 0.177
H -1.52 -3.80 -1.95 0.194
H -0.93 -1.65 -1.51 0.214
H -0.99 -2.02 0.28 0.195
C 2.48 -2.96 2.75 -0.105
C 0.98 -3.28 2.58 -0.093
O 0.40 -2.16 3.24 -0.484
C 1.17 -1.60 4.14 0.987
O 0.93 -0.79 5.05 -0.608
O 2.43 -2.04 3.87 -0.507
H 2.80 -2.42 1.86 0.217
H 3.10 -3.85 2.87 0.194
H 0.57 -4.18 3.05 0.185
H 0.76 -3.24 1.51 0.212
C 3.69 3.01 0.33 -0.119
C 4.04 3.19 -1.18 -0.091
O 5.01 4.25 -0.94 -0.504
C 4.96 4.79 0.26 0.969
O 5.59 5.74 0.62 -0.606
O 3.97 4.26 0.95 -0.485
H 4.18 2.13 0.74 0.200
H 2.61 2.83 0.40 0.207
H 3.20 3.48 -1.82 0.195
H 4.45 2.25 -1.55 0.228
C -0.77 -0.55 -4.58 -0.260
O -1.99 -0.05 -4.24 -0.475
C -3.08 -0.71 -4.23 1.002
O -3.16 -1.98 -4.23 -0.701
O -4.14 0.13 -4.10 -0.522
C -5.52 -0.25 -3.67 -0.272
H -0.14 -0.07 -3.82 0.229
H -0.53 -0.18 -5.58 0.178
H -0.74 -1.63 -4.47 0.205
H -6.06 0.47 -3.06 0.205
H -5.49 -1.21 -3.16 0.226
H -6.23 -0.62 -4.41 0.183
C -0.86 1.90 4.88 -0.240
O -0.55 2.10 3.59 -0.543
C -1.19 1.46 2.52 1.002
O -2.18 0.76 2.72 -0.616
O -0.80 1.93 1.31 -0.497
C 0.39 2.78 1.09 -0.264
H -1.33 0.92 4.95 0.209
H -1.60 2.63 5.20 0.155
H -0.04 2.04 5.59 0.190
H 0.62 2.75 0.03 0.222
H 1.25 2.72 1.75 0.204
H 0.03 3.78 1.32 0.179
```

Computed properties:
**Net charge**: -1
**Total energy**: -2475.5072 Eh
**Highest occupied orbital energy**: -7.4 eV
**Frontier orbital gap**: 9.817 eV